Molecular formula: C31H45O3Os
Method: DFT, ωB97M-V/def2-TZVPD

Properties
energy relative to the best compared isomer or geometry (same formula, charge and spin): 0.000 eV
lowest unoccupied orbital energy (spin up / spin down): -1.96 / -4.75 eV
total charge: +1
2S+1: 5
expectation value of S²: 6.03
HOMO energy (spin up / spin down): -6.8 / -11.3 eV

```
80
Properties=species:S:1:pos:R:3:lowdin_charge:R:1
O -2.342 0.110 -3.230 -0.3044
C -1.483 -0.403 -4.362 -0.0976
C -2.661 -0.739 -5.241 -0.0649
H -0.914 -1.275 -4.022 0.1076
H -0.863 0.411 -4.756 0.1107
C -3.541 -0.159 -4.129 -0.5106
H -2.793 -1.806 -5.399 0.1263
H -2.690 -0.185 -6.173 0.1247
C -4.486 -1.188 -3.565 -0.0134
H -3.948 -1.978 -3.030 0.0964
H -5.037 -1.655 -4.392 0.1092
H -5.222 -0.711 -2.912 0.0756
C -4.209 1.130 -4.549 -0.0060
H -3.474 1.827 -4.969 0.0964
H -4.728 1.587 -3.699 0.0907
H -4.956 0.911 -5.324 0.1074
Os -1.784 0.981 -1.329 1.4734
C -1.427 2.997 -0.784 -0.1889
C -0.249 2.220 -0.530 -0.1851
C 0.241 1.745 -1.770 -0.1580
H 0.242 2.058 0.428 0.1273
C -0.618 2.237 -2.793 -0.1725
C -1.662 2.995 -2.185 -0.1711
H -2.496 3.480 -2.686 0.1234
H -2.017 3.532 -0.046 0.1361
H 1.131 1.132 -1.895 0.1060
H -0.489 2.067 -3.854 0.1072
C -1.969 0.753 0.775 -0.2042
C -3.250 1.054 0.232 -0.1694
C -3.614 -0.021 -0.615 -0.1763
H -3.852 1.937 0.446 0.1370
C -2.547 -0.976 -0.604 -0.1771
C -1.521 -0.482 0.249 -0.1629
H -0.570 -0.958 0.483 0.1297
H -1.446 1.326 1.537 0.1358
H -4.545 -0.089 -1.167 0.1020
H -2.501 -1.909 -1.156 0.1150
O 0.585 -3.567 -3.041 -0.1435
C 0.615 -2.370 -2.229 -0.1991
C 1.623 -1.358 -2.815 -0.1597
H 0.888 -2.633 -1.187 0.1195
H -0.421 -1.970 -2.201 0.0761
C 2.243 -2.069 -4.043 -0.1427
H 2.390 -1.118 -2.067 0.1145
H 1.122 -0.429 -3.109 0.0649
C 1.686 -3.507 -3.986 -0.1789
H 3.334 -2.064 -3.999 0.1098
H 1.927 -1.584 -4.975 0.1057
H 2.479 -4.200 -3.652 0.1195
H 1.325 -3.868 -4.962 0.1186
C 3.708 -1.946 2.624 -0.0589
C 2.400 -2.163 3.390 -0.3736
C 2.427 -3.535 4.069 -0.0840
C 2.108 -1.021 4.349 -0.0974
C 2.053 -1.187 5.718 -0.0276
C 1.837 -0.105 6.576 -0.0275
C 1.689 1.188 6.065 -0.0289
C 1.744 1.432 4.709 -0.1025
C 1.698 2.833 4.116 -0.3781
C 1.234 3.897 5.111 -0.0839
C 3.056 3.235 3.530 -0.0556
C 1.834 0.302 3.777 -0.2904
O 1.653 0.462 2.540 0.0337
H 4.549 -1.895 3.327 0.0914
H 3.664 -1.014 2.054 0.0696
H 3.883 -2.776 1.933 0.0805
H 1.584 -2.164 2.650 0.1346
H 3.284 -3.617 4.749 0.0869
H 1.507 -3.716 4.632 0.0819
H 2.520 -4.320 3.310 0.0837
H 2.197 -2.185 6.141 0.1117
H 1.807 -0.268 7.653 0.1169
H 1.544 2.024 6.755 0.1125
H 0.977 2.795 3.284 0.1260
H 1.979 4.042 5.901 0.0849
H 1.096 4.851 4.591 0.0829
H 0.279 3.619 5.566 0.0833
H 3.366 2.528 2.756 0.0744
H 2.994 4.235 3.088 0.0817
H 3.818 3.250 4.320 0.0915
```